ORCA calculation (the ωB97M-V functional and the def2-TZVPD basis) on a cluster of 9 separate species, C24H50Cl16N3O in total in a non-equilibrium geometry.

XYZ file:
```
94
Properties=species:S:1:pos:R:3:forces:R:3
C -1.228086 -2.247800 -1.665383 -0.181 0.397 -1.173
C -0.962070 -2.676961 -3.177000 -1.051 0.239 0.327
C -0.952589 -4.234539 -3.382827 0.976 0.968 -0.136
C 0.235707 -4.952975 -2.645326 -2.270 -0.731 0.036
O 1.354349 -5.003595 -3.562999 0.096 0.463 -0.475
N 2.518703 -4.692272 -2.942173 1.636 0.397 1.142
C 2.800544 -3.433384 -2.516412 0.013 0.292 -0.725
N 2.616943 -2.402571 -3.460460 0.113 -0.331 2.821
C 2.362634 -1.126275 -2.735506 1.128 0.367 0.969
C 3.651085 -0.874020 -1.856103 -0.775 -0.386 0.135
C 3.644696 -1.966604 -0.740079 1.028 0.819 0.817
N 3.183089 -3.314472 -1.171343 -1.787 1.336 -3.005
H -1.804454 -3.029638 -1.105235 0.769 0.639 -0.355
H -0.284267 -1.932441 -1.160009 -0.833 -0.488 -0.029
H -1.882239 -1.337428 -1.720796 0.699 -0.719 0.344
H -1.837115 -2.249254 -3.763378 1.130 -0.691 0.491
H -0.046081 -2.167060 -3.581645 -0.744 -0.670 0.349
H -0.787047 -4.413416 -4.477107 -0.416 -0.182 0.901
H -1.939198 -4.638921 -3.053697 0.835 0.163 -0.270
H 0.469970 -4.495412 -1.655758 0.124 -0.096 -0.851
H -0.104115 -6.004761 -2.443328 0.638 0.764 -0.128
H 3.243790 -5.400750 -2.823331 -0.893 -0.278 0.371
H 3.403786 -2.322151 -4.107817 -0.544 -0.463 -0.299
H 2.129962 -0.267480 -3.403090 0.079 -0.914 0.306
H 1.517632 -1.330146 -2.025677 0.532 0.488 -0.881
H 3.599977 0.124059 -1.354495 0.286 -0.784 -0.446
H 4.598755 -0.999370 -2.443371 -0.930 0.471 0.254
H 3.005546 -1.623374 0.114010 0.576 -0.433 -0.705
H 4.702452 -2.071107 -0.377559 -1.098 0.062 -0.055
H 2.362797 -3.623490 -0.640116 0.788 -0.530 0.253
Cl -1.073940 -0.791247 1.447755 0.126 0.006 0.082
C -2.733701 -0.232305 1.785308 -0.308 0.058 0.008
C -3.495301 0.100572 0.521374 -0.008 -0.023 -0.115
Cl -2.847116 1.546432 -0.294628 0.067 -0.046 -0.044
H -2.669028 0.625518 2.453363 0.065 -0.002 -0.125
H -3.238453 -1.040194 2.316096 0.057 -0.016 -0.078
H -4.535455 0.312798 0.762134 0.331 0.053 -0.150
H -3.471710 -0.725206 -0.189344 0.093 0.029 0.059
Cl -5.889832 -0.072661 2.550602 -0.347 -0.031 0.382
C -7.546789 0.490773 2.889855 -0.326 0.001 0.138
C -8.303383 0.822533 1.623954 -0.078 -0.060 0.032
Cl -7.648117 2.265706 0.811359 0.064 -0.039 -0.024
H -7.481261 1.350187 3.555245 0.083 -0.012 -0.119
H -8.052990 -0.314398 3.422786 0.028 -0.001 -0.090
H -9.344839 1.037947 1.862628 0.070 0.007 0.071
H -8.279130 -0.004148 0.915125 0.079 0.063 0.043
Cl -4.361564 -3.330329 -4.917314 0.061 0.007 -0.008
C -5.337374 -4.618915 -4.169449 -0.152 -0.131 -0.024
C -5.869432 -4.211854 -2.815451 -0.206 -0.072 -0.131
Cl -4.561161 -4.067960 -1.615052 0.065 0.064 0.108
H -4.721662 -5.515155 -4.104622 0.014 0.102 0.047
H -6.165920 -4.824361 -4.847403 0.000 0.071 0.065
H -6.561221 -4.968190 -2.444737 0.092 -0.028 -0.035
H -6.397228 -3.260255 -2.858389 0.145 -0.009 -0.018
Cl 0.636085 2.329718 0.763712 -0.216 -0.082 -0.068
C 1.225793 3.988637 0.486361 0.163 0.274 -0.040
C 0.314841 4.768128 -0.434382 0.003 -0.019 0.229
Cl 0.357601 4.147133 -2.106608 -0.019 -0.070 -0.073
H 2.237518 3.926240 0.091182 -0.088 -0.089 -0.054
H 1.270956 4.475077 1.462828 -0.044 -0.127 -0.359
H 0.634816 5.809538 -0.475628 0.031 -0.060 0.030
H -0.720139 4.742809 -0.091374 0.293 -0.170 -0.274
Cl 3.311001 0.675444 1.886436 0.104 -0.030 -0.054
C 5.008427 1.159438 2.144738 0.246 -0.059 0.120
C 5.183068 2.660887 2.147176 0.009 -0.033 0.193
Cl 4.914653 3.367251 0.533376 0.005 -0.023 -0.059
H 5.616433 0.689255 1.372445 -0.085 0.069 -0.004
H 5.308548 0.751435 3.110336 -0.031 0.085 -0.016
H 6.203492 2.912887 2.435929 -0.021 -0.081 -0.050
H 4.500718 3.143098 2.846477 -0.047 -0.048 -0.119
Cl 7.147581 -1.891610 0.699264 0.016 0.080 -0.045
C 7.165749 -3.666118 0.526432 -0.056 -0.267 0.105
C 8.561886 -4.235555 0.638102 0.007 -0.072 0.037
Cl 9.580272 -3.784500 -0.750857 -0.035 0.034 0.016
H 6.707164 -3.918006 -0.429517 0.121 0.074 -0.004
H 6.538101 -4.068096 1.322624 0.091 0.034 0.020
H 8.515733 -5.324488 0.657028 -0.074 0.052 -0.024
H 9.059607 -3.898802 1.546343 -0.048 0.061 -0.086
Cl 2.533426 3.345636 5.081054 0.062 0.000 -0.011
C 0.877340 3.904961 5.429576 -0.227 0.042 0.052
C 0.110943 4.239815 4.169885 -0.109 -0.160 0.039
Cl 0.753919 5.689361 3.357827 0.126 0.235 0.434
H 0.944120 4.762562 6.097497 0.079 -0.015 -0.110
H 0.375840 3.096110 5.961441 0.020 -0.001 -0.096
H -0.930329 4.451545 4.414756 0.063 0.033 0.039
H 0.132530 3.415490 3.456314 0.084 0.057 0.022
Cl -2.059315 5.875591 1.481307 -0.302 0.105 0.148
C -3.179155 7.183963 1.939025 -0.254 0.123 0.046
C -2.831461 8.490975 1.263698 -0.106 0.004 -0.036
Cl -1.301161 9.171607 1.870322 0.033 -0.041 -0.021
H -3.164681 7.277211 3.024126 0.119 0.015 -0.076
H -4.177858 6.866528 1.637848 0.066 0.033 -0.059
H -3.608383 9.228492 1.465253 0.016 -0.072 0.058
H -2.744228 8.372673 0.184464 0.061 -0.049 0.085
```
Positions in Å, forces in eV/Å.

The molar mass is 963.9 g/mol. Its multiplicity is 1. The total energy is -8546.74441 Ha. The total charge is +1. For the lowest unoccupied orbital energy, the calculation gives -3.71 eV. The calculation puts the gap between HOMO and LUMO at 0.2920 Ha.

***

ORCA calculation (the ωB97M-V functional and the def2-TZVPD basis) on a cluster of 3 separate species, C24H50ClFN2O4 in total.

XYZ file:
```
82
Properties=species:S:1:pos:R:3:forces:R:3
C 2.535427 -4.822813 0.788998 -0.094 0.001 -0.080
C 2.582556 -3.908410 -0.448576 0.186 -0.049 0.040
C 2.635118 -2.404038 -0.127981 -0.103 -0.006 0.156
C 1.240082 -1.743198 -0.078281 0.004 -0.095 0.052
C 1.073088 -0.393721 -0.812298 -0.003 0.079 -0.025
C 1.677927 0.828915 -0.088161 0.195 -0.138 0.026
C 2.970509 0.620361 0.716921 0.013 0.164 0.040
C 2.724100 0.179743 2.147117 -0.176 0.163 -0.076
F 3.927640 -0.217587 2.740017 0.087 -0.017 -0.010
C 1.644905 -0.485565 -2.226976 -0.447 -0.353 0.164
O 2.751564 -0.199868 -2.580125 0.582 0.242 -0.211
N 0.657505 -0.958492 -3.102344 -0.314 0.628 0.374
C -0.635010 -0.966457 -2.476982 0.269 -0.485 -0.155
Cl -1.209791 -2.679051 -2.212816 -0.019 0.075 -0.015
C -0.412089 -0.133696 -1.181954 -0.119 0.446 -0.037
N -0.543411 1.253772 -1.644367 -0.064 -0.183 -0.217
O -1.229448 -0.395817 -0.087625 0.007 -0.389 0.022
C -2.630435 -0.350703 -0.334802 -0.234 0.043 0.023
C -3.371283 -0.488232 0.986046 0.102 0.240 0.040
C -2.940452 0.623091 1.949232 -0.123 -0.055 -0.123
C -4.888333 -0.425904 0.756750 0.112 -0.138 -0.049
C -5.555036 -1.665331 0.133052 -0.004 -0.074 -0.143
C -5.378365 -1.750569 -1.401239 -0.056 -0.135 0.148
C -5.125340 -2.967375 0.827938 -0.118 0.043 -0.017
H 2.913456 -4.307741 1.674799 0.013 -0.031 -0.024
H 1.522034 -5.165645 1.007636 0.017 0.087 0.056
H 3.149466 -5.713726 0.646121 -0.063 0.008 -0.005
H 3.462266 -4.163952 -1.044818 -0.009 0.016 0.072
H 1.719037 -4.115384 -1.086397 0.070 0.021 -0.063
H 3.123026 -2.281682 0.844600 0.087 0.034 -0.106
H 3.281564 -1.903352 -0.850112 -0.127 -0.021 -0.070
H 0.913550 -1.607801 0.953310 -0.085 0.026 -0.057
H 0.526675 -2.443077 -0.501390 -0.025 -0.012 -0.018
H 1.892967 1.577440 -0.847361 -0.131 0.065 0.063
H 0.917660 1.253356 0.578421 -0.007 -0.050 -0.022
H 3.658262 -0.059657 0.216741 -0.096 -0.049 0.027
H 3.481855 1.586434 0.767204 0.042 -0.071 -0.037
H 2.027911 -0.653297 2.234760 0.127 -0.050 -0.018
H 2.331546 1.013028 2.737737 0.030 -0.061 0.015
H 0.714377 -0.552544 -4.025754 0.095 -0.402 -0.162
H -1.419348 -0.564391 -3.113209 0.101 0.153 0.020
H -0.885570 1.830954 -0.885971 0.128 0.047 -0.005
H -1.186353 1.326608 -2.424940 -0.147 0.101 0.157
H -2.911972 -1.153010 -1.018916 0.052 0.046 0.037
H -2.912814 0.604993 -0.801844 0.074 -0.022 0.018
H -3.094497 -1.450023 1.428031 -0.053 0.001 -0.023
H -1.871399 0.577596 2.154850 -0.029 0.033 -0.001
H -3.173868 1.601802 1.513818 0.053 -0.015 0.040
H -3.485099 0.546566 2.892581 0.058 -0.014 -0.010
H -5.104205 0.442279 0.120614 -0.042 0.024 0.103
H -5.363068 -0.227412 1.722924 0.021 -0.052 -0.019
H -6.629872 -1.557749 0.308848 0.064 0.151 0.074
H -5.087731 -0.787166 -1.825374 -0.074 -0.017 -0.035
H -4.619401 -2.486331 -1.679180 0.039 0.102 -0.009
H -6.308474 -2.059565 -1.882380 0.044 -0.007 -0.006
H -4.249764 -3.407245 0.344777 0.038 0.051 0.085
H -5.926798 -3.708325 0.797204 0.067 -0.019 -0.086
H -4.883449 -2.797633 1.879990 -0.056 -0.023 -0.021
C -4.302270 3.841066 -2.584648 -0.026 -0.080 0.011
C -3.037917 3.375361 -3.285925 0.007 0.112 0.027
C -2.658227 4.275486 -4.448522 0.020 -0.049 -0.039
O -3.163808 2.017233 -3.715416 0.080 -0.089 0.075
H -5.145213 3.834831 -3.281457 0.004 0.029 -0.003
H -4.546307 3.179886 -1.752610 0.009 0.002 0.001
H -4.187450 4.855600 -2.201693 0.004 0.003 -0.008
H -2.215436 3.353791 -2.566563 0.000 0.035 -0.002
H -3.455247 4.280764 -5.197550 -0.011 0.027 0.014
H -1.745273 3.920971 -4.926370 0.003 0.002 0.014
H -2.500847 5.301568 -4.114763 -0.008 0.001 0.004
H -3.876694 1.974564 -4.362377 0.010 -0.045 -0.008
C 6.081163 2.753795 4.069412 -0.036 -0.007 0.018
C 6.883868 1.525066 4.470451 0.006 0.015 -0.011
C 7.881627 1.125966 3.394167 -0.002 -0.040 0.003
O 6.019628 0.440510 4.788756 0.071 0.050 -0.051
H 5.507385 2.544148 3.161749 0.018 0.008 -0.013
H 5.380439 3.025273 4.859026 0.007 -0.005 0.002
H 6.732628 3.606425 3.870585 0.005 -0.002 -0.004
H 7.420769 1.733690 5.398888 0.003 0.007 -0.002
H 7.354538 0.876492 2.468723 0.004 0.021 -0.006
H 8.449502 0.250014 3.707130 -0.004 0.004 0.005
H 8.579278 1.937260 3.179610 -0.003 0.006 0.001
H 5.520462 0.226833 3.990534 -0.117 -0.061 0.073
```
Positions in Å, forces in eV/Å.

The molar mass is 485.1 g/mol. Its multiplicity is 1. The total energy is -1915.01227 Ha. For the lowest unoccupied orbital energy, the calculation gives 0.37 eV. The calculation puts the gap between HOMO and LUMO at 0.3672 Ha.

***

ORCA calculation (the ωB97M-V functional and the def2-TZVPD basis) on a structure of composition C24H50InO8P2 in a non-equilibrium geometry.

XYZ file:
```
85
Properties=species:S:1:pos:R:3:forces:R:3
C 5.413249 -4.515210 -2.300292 0.225 -0.457 -0.264
C 3.976128 -4.424698 -3.109301 -0.020 -0.393 0.329
C 2.763961 -3.746478 -2.205836 0.822 0.503 -0.352
C 2.178553 -2.383971 -2.978890 1.383 -0.731 0.483
In 0.192443 -1.838157 -2.031964 0.157 -0.178 0.188
C -1.598169 -2.128378 -3.461408 -1.871 -0.912 0.299
C -2.576429 -3.232428 -2.673037 -1.230 -0.819 1.001
C -2.905135 -2.833512 -1.082338 -1.967 -3.487 -0.680
C -3.808643 -3.802384 -0.112946 1.455 -0.546 -4.916
C -4.377426 -5.200632 -0.776094 2.092 2.530 -2.192
C -4.077185 -5.584368 -2.372504 1.322 3.091 1.832
C -3.154477 -4.610563 -3.370334 -0.879 1.037 4.170
C -2.833016 -5.000031 -4.941626 -0.201 -0.471 0.632
H 6.054372 -5.423946 -2.733192 -1.326 1.926 1.046
H 6.082336 -3.554659 -2.424105 -1.505 -1.760 0.214
H 5.237674 -4.678732 -1.146197 0.335 0.212 -2.338
H 4.130101 -3.784271 -4.078216 -0.322 -1.299 1.816
H 3.641341 -5.524517 -3.428077 0.846 2.336 0.608
H 1.927574 -4.528977 -1.963680 1.535 1.482 -0.596
H 3.257685 -3.451068 -1.160669 -1.248 -0.458 -2.176
H 2.076214 -2.598441 -4.136513 0.437 0.461 2.263
H 2.987094 -1.537574 -2.753473 -1.611 -1.703 -0.885
H -0.038374 -2.927409 -0.578454 0.143 0.255 -0.489
H 0.108206 -0.154063 -1.385610 0.067 -0.068 -0.199
H -2.165539 -1.082347 -3.541081 1.082 -2.369 0.103
H -1.274826 -2.497907 -4.523616 -0.856 0.650 1.969
H -2.482464 -1.819976 -0.616719 -0.924 -2.519 -1.322
H -3.966810 -3.454116 0.996704 0.188 -1.004 -2.418
H -5.000828 -5.920244 -0.093257 1.316 1.453 -1.645
H -4.552235 -6.584859 -2.770942 1.128 2.210 0.808
H -2.640491 -6.171301 -5.016492 -0.462 2.493 0.222
H -3.739144 -4.741918 -5.672749 1.964 -0.424 1.716
H -1.859194 -4.467060 -5.316381 -2.011 -0.932 0.846
O -2.141181 1.017251 2.219896 1.587 2.617 3.506
P -2.934980 0.885563 3.542804 -5.615 -6.232 -5.389
O -2.902862 -0.770718 3.559661 0.697 0.216 0.437
C -1.670213 -1.420992 3.810398 0.135 -0.473 -0.034
C -1.255816 -1.282240 5.261576 0.003 0.016 0.207
O -4.440297 1.054209 2.856253 0.611 1.171 1.093
C -4.609298 1.717259 1.614580 -0.057 -0.019 -0.690
C -4.594173 0.715905 0.472442 -0.116 -0.147 -0.091
O -3.821877 0.738430 5.020865 2.743 2.443 0.314
C -3.376209 1.559054 6.088982 -0.261 0.260 0.574
C -3.265196 3.021458 5.698035 -0.160 0.037 0.005
H -0.891622 -1.038350 3.145105 -0.029 -0.025 -0.056
H -1.811706 -2.480930 3.575625 -0.102 0.194 -0.086
H -0.950676 -0.253522 5.474274 0.098 0.059 0.061
H -0.411316 -1.938061 5.490239 -0.037 0.096 -0.024
H -2.086827 -1.524082 5.932839 0.104 -0.043 -0.142
H -3.857417 2.501447 1.480038 -0.002 -0.227 -0.033
H -5.582885 2.218472 1.641162 0.036 -0.100 0.192
H -3.691541 0.102027 0.475289 0.038 0.209 0.011
H -4.667108 1.229924 -0.491161 0.025 -0.068 0.089
H -5.441532 0.026604 0.561481 0.081 0.153 -0.009
H -2.416729 1.187039 6.456440 0.048 0.031 0.167
H -4.102112 1.454449 6.901585 0.019 -0.121 -0.142
H -2.466050 3.171175 4.965005 0.119 0.023 -0.027
H -3.037744 3.635806 6.573128 0.024 -0.008 -0.114
H -4.194161 3.375557 5.241880 0.057 -0.065 0.125
O 5.031097 4.109391 -0.776835 -1.364 -4.107 1.353
P 3.516340 3.980910 -0.482648 -0.502 9.272 -2.247
O 3.038733 4.691370 -1.900999 0.157 -0.660 -0.267
C 3.234103 3.983380 -3.111673 -0.180 0.035 -0.445
C 2.270744 2.819892 -3.234678 -0.092 -0.094 0.042
O 3.411950 5.338779 0.471850 -0.047 -1.204 0.809
C 4.551339 5.854613 1.139424 0.316 0.264 -0.063
C 5.215180 6.932322 0.299616 0.029 0.239 -0.088
O 1.823929 3.837361 -0.153958 2.270 -2.868 0.547
C 1.390133 2.560968 0.288262 -0.692 -0.725 0.337
C 2.190227 2.047101 1.471300 -0.160 0.161 0.119
H 4.269347 3.641794 -3.194271 0.050 0.025 0.024
H 3.054177 4.688458 -3.929658 0.041 0.080 0.198
H 2.538413 2.027121 -2.530065 -0.050 -0.123 -0.053
H 2.296642 2.397248 -4.242779 0.016 -0.033 0.120
H 1.246136 3.131567 -3.005110 0.182 -0.014 -0.087
H 5.250210 5.054517 1.403627 -0.026 0.137 -0.194
H 4.207356 6.293596 2.082166 -0.152 -0.065 -0.104
H 5.468168 6.576802 -0.700985 0.035 -0.165 0.158
H 6.127170 7.292307 0.786186 -0.066 -0.015 -0.032
H 4.535660 7.781909 0.167194 0.068 -0.116 0.107
H 1.438276 1.853292 -0.542942 -0.198 -0.120 0.099
H 0.338535 2.658751 0.575978 0.104 0.072 -0.133
H 3.224076 1.833504 1.181624 0.150 -0.094 -0.091
H 1.752025 1.123300 1.857976 0.091 0.059 -0.087
H 2.225018 2.791201 2.272265 -0.085 -0.051 -0.043
```
Positions in Å, forces in eV/Å.

The molar mass is 643.4 g/mol. Its multiplicity is 1. The total energy is -2418.71073 Ha. The total charge is -1. For the lowest unoccupied orbital energy, the calculation gives -0.09 eV. The calculation puts the gap between HOMO and LUMO at 0.1545 Ha.

***

> What is the gap between HOMO and LUMO in the second record?

0.3672 Ha